# 1
Entry from the OMol25 dataset: a cluster of 2 separate species, C3H3I in total in a non-equilibrium geometry (wB97M-V/def2-TZVPD).

Orbital gap (alpha / beta), eV: 5.173 / 5.171
E_HOMO (alpha / beta), eV: -8.42 / -8.42
Total charge: 0
Maximum force, eV/A: 3.238

```
7
Properties=species:S:1:pos:R:3:forces:R:3:nbo_charge:R:1
I -1.9867 -0.0358 -3.0479 0.733 0.337 1.200 -0.41
C 0.9271 -0.7520 0.9704 -0.921 -1.950 2.415 -0.26
C -0.5151 0.9377 -0.2164 -0.348 -0.412 -1.638 0.03
C 0.2761 0.1452 0.3153 -1.974 0.960 -0.892 -0.11
H 0.3366 -1.4814 1.6657 1.563 1.310 -1.415 0.26
H -1.0046 1.7691 -0.6348 -0.409 0.584 0.051 0.26
H 1.9665 -0.5829 0.9476 1.356 -0.829 0.279 0.23
```
Positions in Å, forces in eV/Å.


# 2
Entry from the OMol25 dataset: an isolated molecule of C3H3I in a non-equilibrium geometry (wB97M-V/def2-TZVPD).

SMILES string: CC#CI
Orbital gap, eV: 9.309
E_HOMO, eV: -8.90
Total charge: 0
Maximum force, eV/A: 9.881

```
7
Properties=species:S:1:pos:R:3:forces:R:3:nbo_charge:R:1
I -3.6419 -0.0589 -0.0183 0.608 -0.018 0.048 0.30
C 1.1172 0.0247 -0.0080 0.546 0.121 0.005 -0.69
C -0.3188 0.0055 -0.0425 -9.813 -0.618 0.976 0.01
C -1.6309 -0.0711 0.0720 8.401 0.584 -0.931 -0.35
H 1.4693 0.6288 0.8326 0.027 -0.057 -0.088 0.24
H 1.5088 -0.9866 0.0973 0.074 -0.004 -0.014 0.24
H 1.4963 0.4576 -0.9331 0.157 -0.009 0.003 0.24
```
Positions in Å, forces in eV/Å.


# 3
Entry from the OMol25 dataset: an isolated molecule of C3H3I2N in a non-equilibrium geometry (wB97M-V/def2-TZVPD).

Orbital gap (alpha / beta), eV: 6.611 / 7.383
E_HOMO (alpha / beta), eV: -8.30 / -8.25
Total charge: 0
Maximum force, eV/A: 3.240

```
9
Properties=species:S:1:pos:R:3:forces:R:3:nbo_charge:R:1
I 3.3803 0.9372 0.2131 -0.859 0.164 -0.964 0.16
I -2.0446 1.5750 0.2312 -0.679 -1.296 1.159 0.39
N -0.1446 2.6812 -0.9389 2.056 0.492 -0.775 -0.37
C 0.8369 2.0052 -0.9997 -2.342 1.516 -0.181 0.18
C 1.8116 1.1626 -1.2508 1.779 -2.385 0.693 -0.43
C -1.1501 -0.1495 0.9326 -1.860 1.477 -2.131 -0.53
H -0.4974 -0.0292 1.6915 2.279 0.599 2.224 0.17
H 1.6035 0.2769 -1.8861 0.495 0.883 0.335 0.25
H -1.8384 -0.9231 1.0354 -0.870 -1.450 -0.360 0.18
```
Positions in Å, forces in eV/Å.


# 4
Entry from the OMol25 dataset: an isolated molecule of C3H3I2N3S in a non-equilibrium geometry (wB97M-V/def2-TZVPD).

Orbital gap, eV: 7.632
E_HOMO, eV: -8.18
Total charge: 0
Maximum force, eV/A: 5.362

```
12
Properties=species:S:1:pos:R:3:forces:R:3:nbo_charge:R:1
I 2.2511 -2.4048 -0.6434 0.200 -0.452 0.318 0.23
I 1.4891 0.7013 -1.8766 0.021 0.117 -0.104 0.11
S 2.0001 1.6100 1.4849 0.919 0.555 0.528 0.69
N 0.4572 1.8513 0.9620 0.171 0.969 0.149 -0.73
N -1.1395 0.1069 0.4693 2.115 2.459 1.051 -0.47
N 2.3828 0.0794 0.9607 0.402 -0.403 1.060 -0.67
C -0.2881 0.9512 0.6335 -2.863 -1.597 -0.494 0.67
C -2.0562 -0.4819 -0.4041 -3.985 -0.403 3.565 -0.42
C 2.0627 -0.4041 -0.1160 -0.081 -0.202 -1.877 -0.06
H -1.5948 -0.9678 -1.1849 0.658 -1.070 -1.973 0.21
H -2.9765 0.1445 -0.6354 1.662 -0.097 -0.344 0.22
H -2.5879 -1.1859 0.3500 0.779 0.122 -1.878 0.21
```
Positions in Å, forces in eV/Å.


# 5
Entry from the OMol25 dataset: an isolated molecule of C3H3IN2O in a non-equilibrium geometry (wB97M-V/def2-TZVPD).

SMILES string: O=c1ccn(I)[nH]1
Orbital gap, eV: 7.951
E_HOMO, eV: -8.79
Total charge: 0
Maximum force, eV/A: 5.803

```
10
Properties=species:S:1:pos:R:3:forces:R:3:nbo_charge:R:1
I 3.1985 0.0367 -0.1171 -0.062 -0.035 -0.205 0.18
O -1.2427 2.1517 -0.4875 -0.109 -0.024 0.529 -0.56
N 1.3138 0.1997 0.8584 -1.575 -3.782 -1.302 -0.34
N 0.6530 1.3102 0.5357 -1.086 2.464 -0.484 -0.47
C -0.7727 -0.2266 -0.3646 1.636 -0.723 0.931 -0.36
C -0.5876 1.2189 -0.0923 0.721 -0.253 -1.250 0.62
C 0.2589 -0.9399 0.0300 2.373 4.709 2.422 0.05
H 1.1510 2.1902 0.4066 -0.167 -0.337 0.499 0.41
H -1.4837 -0.7497 -0.9020 -1.953 -0.147 -0.996 0.25
H 0.7104 -1.8654 0.0967 0.224 -1.872 -0.143 0.22
```
Positions in Å, forces in eV/Å.


# 6
Entry from the OMol25 dataset: a structure of composition C3H3IrO3 in a non-equilibrium geometry (wB97M-V/def2-TZVPD).

Orbital gap (alpha / beta), eV: 9.839 / 5.117
<S²>: 8.756
E_HOMO (alpha / beta), eV: -14.31 / -14.33
Total charge: +1
Multiplicity: 6
Maximum force, eV/A: 6.829

```
10
Properties=species:S:1:pos:R:3:forces:R:3:lowdin_spin:R:1
Ir 2.6410 0.2315 0.3809 4.843 1.010 1.497 4.06
O 0.8221 0.8343 -0.0940 -0.341 1.636 -0.005 0.42
O -0.7132 -0.6544 -0.6541 3.119 -1.490 -0.749 0.04
O 1.3959 -1.2865 -0.1209 -0.057 -0.845 -0.479 0.39
C -1.7642 -0.3721 0.1928 -1.629 1.472 0.577 0.01
C -2.3117 0.8404 0.2035 1.143 -0.403 1.867 0.00
C 0.5452 -0.3768 -0.2817 -6.525 -1.439 -1.408 0.08
H -1.8991 1.6684 -0.3741 -0.376 -0.250 0.049 0.00
H -2.8412 1.0217 1.1584 -0.595 0.163 -1.229 0.00
H -2.1421 -1.2251 0.7569 0.420 0.146 -0.120 0.00
```
Positions in Å, forces in eV/Å.


# 7
Entry from the OMol25 dataset: a structure of composition C3H3Li2O3Pb in a non-equilibrium geometry (wB97M-V/def2-TZVPD).

Orbital gap, eV: 7.211
E_HOMO, eV: -11.45
Total charge: +1
Maximum force, eV/A: 5.226

```
12
Properties=species:S:1:pos:R:3:forces:R:3:nbo_charge:R:1
Pb -1.8787 1.6768 1.2750 -3.656 2.690 -2.591 1.14
O 0.3395 0.4494 0.2673 -0.243 -0.866 -0.324 -0.56
O -1.6711 0.6030 3.0704 1.612 -1.165 2.983 -0.92
O -0.5990 -1.5649 0.1374 -0.295 1.805 1.029 -0.79
C -0.0999 1.8377 -0.0026 2.082 -0.003 0.131 -0.59
C -0.7209 -0.3680 0.5088 0.903 -2.049 -0.971 0.49
C -1.6441 -0.6102 2.5810 0.725 -0.793 0.407 -0.25
Li -0.8250 -2.7509 1.5335 -0.025 0.551 -0.166 0.96
Li 0.1119 0.1810 3.7332 -0.702 -0.205 -0.295 0.96
H -0.1942 1.9417 -1.0945 -0.287 0.022 0.412 0.22
H 0.7341 2.4816 0.3160 -0.222 -0.236 -0.148 0.21
H -2.6726 -0.9534 2.3194 0.108 0.249 -0.469 0.14
```
Positions in Å, forces in eV/Å.


# 8
Entry from the OMol25 dataset: a structure of composition C3H3LiO2Zn in a non-equilibrium geometry (wB97M-V/def2-TZVPD).

Orbital gap (alpha / beta), eV: 5.911 / 5.854
<S²>: 0.791
E_HOMO (alpha / beta), eV: -12.17 / -12.29
Total charge: +1
Multiplicity: 2
Maximum force, eV/A: 1.922

```
10
Properties=species:S:1:pos:R:3:forces:R:3:lowdin_spin:R:1
Zn -1.8760 1.4981 -1.2907 1.095 -0.458 1.051 0.11
O 1.8222 0.9731 -0.0386 -1.636 0.749 0.675 0.14
O -1.7778 -0.1494 -0.5326 -0.271 0.414 -0.473 0.02
C 0.0820 0.1329 0.6972 0.284 -0.963 0.986 0.32
C 1.3689 -0.3977 0.1012 -0.087 -0.817 -0.496 0.05
C 0.5989 1.4316 0.4705 0.479 0.331 -1.607 0.31
Li -3.0709 -1.3765 -0.8538 0.433 0.152 0.223 0.03
H 2.0308 -0.9755 0.7622 -0.308 0.173 -0.062 0.01
H -0.4639 -0.2481 1.5647 -0.045 0.227 -0.651 0.01
H 1.2857 -0.8885 -0.8801 0.055 0.192 0.354 0.00
```
Positions in Å, forces in eV/Å.